This record from the Open Molecules 2025 dataset describes a molecular structure, C3H5N2. The level of theory is ωB97M-V/def2-TZVPD.

Properties
HOMO: -0.566 Ha
HOMO-LUMO gap: 9.23 eV
E_LUMO: -0.227 Eh
Charge: +1
Largest force on an atom: 5.23 eV/A
Relative energy (zero: lowest compared OMol25 entry of this formula, charge and spin): 133.8 kcal/mol
Calculated total energy: -226.3791 Eh

Last column: natural (NBO) charge in e.
Geometry (Å):
C1 0.54549 0.33801 0.16492  0.59
C2 1.77008 0.04902 0.32278  -0.50
C3 -1.29882 0.87555 1.44373  0.80
N1 -0.66218 0.53047 0.43017  -0.52
N2 -1.61261 0.99877 2.56486  -0.46
H1 2.04852 -0.90807 0.36725  0.29
H2 2.62642 0.84124 0.37146  0.33
H3 -1.02014 -1.85038 -4.84696  0.01
H4 -0.66575 -2.23233 -4.25409  -0.01
H5 -1.73102 1.35773 3.43588  0.47